A molecular structure, C45H90AsF6N5O5 at a distorted geometry, computed with wB97M-V/def2-TZVPD.

Element x y z (Å)
C  -2.2962  7.9281  -4.9225
C  -2.0389  6.4165  -5.0971
C  -1.3358  6.1999  -6.4875
C  -0.8566  4.7517  -6.7741
C  0.2341  4.3470  -5.7681
C  -0.3879  4.3481  -4.2476
N  -1.2061  5.7152  -4.0502
O  -1.1795  6.2541  -2.9650
C  0.7573  4.3532  -3.2805
C  -1.4058  3.2466  -3.9387
C  -3.4486  5.7639  -4.9453
H  -2.6497  8.3525  -5.8667
H  -1.4124  8.5281  -4.6740
H  -3.0208  8.2095  -4.1391
H  -0.5647  6.9652  -6.6663
H  -2.1107  6.4417  -7.2238
H  -0.5321  4.6376  -7.8198
H  -1.6833  4.0746  -6.7100
H  1.0568  5.0287  -5.8155
H  0.5657  3.3190  -5.9453
H  1.5488  5.1045  -3.5506
H  1.2710  3.3916  -3.4100
H  0.4984  4.4154  -2.2277
H  -0.9449  2.2848  -3.8508
H  -2.1476  3.3134  -4.7112
H  -2.0084  3.3718  -3.0344
H  -3.9683  6.0783  -4.0332
H  -3.2761  4.7021  -4.9363
H  -4.0816  5.9784  -5.8132
C  7.2532  -3.0017  -2.1227
C  6.5451  -1.6485  -2.3904
C  5.0174  -1.8435  -2.4038
C  4.2843  -0.5293  -2.3251
C  4.5778  0.1719  -0.9783
C  6.1020  0.5756  -0.9024
N  7.0010  -0.5673  -1.2423
O  7.9115  -0.9175  -0.5821
C  6.4277  1.0584  0.4900
C  6.4060  1.6714  -1.9260
C  7.1390  -1.1740  -3.6687
H  8.3246  -2.8766  -1.8085
H  7.1123  -3.4918  -3.0720
H  6.6893  -3.5241  -1.3320
H  4.6882  -2.4598  -1.5612
H  4.7269  -2.3908  -3.3109
H  3.2305  -0.6991  -2.3827
H  4.5636  0.0592  -3.1872
H  4.2818  -0.4323  -0.1161
H  3.9804  1.0590  -1.0230
H  7.4701  1.3650  0.5307
H  6.2284  0.2727  1.2739
H  5.6817  1.8458  0.7016
H  6.0470  2.6240  -1.4759
H  5.9342  1.5910  -2.8975
H  7.5161  1.7720  -2.0146
H  6.8836  -0.2182  -4.0653
H  6.9854  -1.9237  -4.4654
H  8.2013  -1.1155  -3.5043
C  -5.4773  0.6463  6.2270
C  -5.8684  1.9628  5.5227
C  -4.7969  3.1085  5.8513
C  -3.5196  2.8360  5.0696
C  -3.7258  2.7697  3.5932
C  -4.6846  1.6547  3.0423
N  -5.7513  1.5221  4.0692
O  -6.8510  0.9974  3.6071
C  -3.9823  0.2691  3.0480
C  -5.2922  2.0047  1.7078
C  -7.3152  2.3738  5.9064
H  -6.0367  -0.1233  5.7575
H  -5.7033  0.6799  7.2965
H  -4.3877  0.4854  6.0651
H  -4.6178  3.0106  6.9255
H  -5.1688  4.0403  5.5031
H  -3.0029  1.9300  5.4751
H  -2.8035  3.6512  5.3582
H  -2.7335  2.6076  3.1095
H  -4.0722  3.7680  3.1962
H  -3.1882  0.1018  2.2852
H  -4.7983  -0.4492  2.8818
H  -3.5523  0.2104  4.0333
H  -4.4366  2.3933  1.1443
H  -6.0317  2.7787  1.7384
H  -5.7744  1.2195  1.1034
H  -7.6633  3.2714  5.3500
H  -7.2126  2.4972  6.9830
H  -8.0556  1.5985  5.7158
C  1.4521  -1.1145  5.3522
C  2.5562  -1.8886  4.6003
C  3.9656  -1.7697  5.2537
C  4.1714  -2.6052  6.4897
C  3.9708  -4.0727  6.2586
C  2.5718  -4.3786  5.7676
N  2.2089  -3.3431  4.5143
O  1.7499  -3.8233  3.4657
C  1.4224  -4.1840  6.8448
C  2.4992  -5.8424  5.2013
C  2.6125  -1.2033  3.1733
H  1.6473  -0.0254  5.3866
H  1.4173  -1.5631  6.3478
H  0.5225  -1.2940  4.8160
H  4.1820  -0.6947  5.4481
H  4.6519  -2.0898  4.4881
H  3.4107  -2.2222  7.1535
H  5.2053  -2.3704  6.7536
H  4.0568  -4.4904  7.2787
H  4.7658  -4.5292  5.6333
H  1.6753  -3.2913  7.4477
H  1.2711  -5.1234  7.4571
H  0.4881  -3.8788  6.3475
H  2.8319  -6.4876  6.0550
H  3.2725  -6.0761  4.4762
H  1.5271  -6.2066  4.8337
H  3.0874  -1.8946  2.4429
H  3.3245  -0.3565  3.2264
H  1.6109  -0.8968  2.8752
C  -2.9325  -2.9606  -0.4850
C  -2.5885  -2.9193  -1.9816
C  -1.0688  -2.8898  -2.1668
C  -0.6470  -3.3214  -3.5473
C  -1.1685  -4.6683  -3.9470
C  -2.7073  -4.6789  -4.0042
N  -3.0839  -4.1634  -2.5979
O  -3.7822  -4.9918  -1.7625
C  -3.2309  -6.1309  -4.1266
C  -3.3757  -3.8357  -5.0549
C  -3.2145  -1.6957  -2.6461
H  -2.6671  -3.8911  0.0657
H  -4.0051  -2.7498  -0.3541
H  -2.4870  -2.1226  0.0119
H  -0.6728  -3.4484  -1.3400
H  -0.7700  -1.8312  -2.0578
H  0.4376  -3.2638  -3.6177
H  -0.9865  -2.6096  -4.3413
H  -0.7625  -5.5108  -3.3691
H  -0.9244  -4.9429  -4.9727
H  -4.3197  -6.2526  -4.0567
H  -2.6169  -6.8158  -3.5161
H  -2.9766  -6.3844  -5.1738
H  -3.4017  -4.3186  -6.0487
H  -2.8761  -2.8873  -5.1867
H  -4.4131  -3.6406  -4.6790
H  -2.9547  -1.6026  -3.6650
H  -2.9555  -0.8448  -2.0406
H  -4.2788  -1.8350  -2.6069
As  -0.1017  0.3776  0.1391
F  -1.7184  0.0734  -0.4874
F  -0.4092  1.9944  -0.1644
F  1.5373  0.6430  0.6508
F  0.1011  -1.3623  0.5784
F  0.5773  0.0765  -1.5021
F  -0.7671  0.5312  1.7654

Its orbital gap is 8.5 eV. As for the charge: +4. For the total energy, the calculation gives -5251.9642 hartree. The value obtained for the largest force on an atom is 8.66 eV/A.

---

15 unconnected molecules or ions with the total composition C45H90O23 at a distorted geometry, computed with wB97M-V/def2-TZVPD.

Element x y z (Å)
C  -5.2721  1.0442  4.4506
O  -4.1451  0.9256  3.6177
C  -3.9477  -0.2423  2.9791
O  -4.5365  -1.2433  3.2455
O  -3.0013  -0.1468  2.0660
C  -2.4524  1.1091  1.6880
H  -5.8065  0.1058  4.5763
H  -5.9453  1.8069  4.0464
H  -5.0174  1.4613  5.4276
H  -1.7968  1.6105  2.4005
H  -3.2400  1.8473  1.5159
H  -1.9146  0.9591  0.7565
C  3.4454  -2.1151  6.2292
O  3.5073  -0.8476  6.8536
C  3.8885  0.2101  6.1729
O  4.2141  0.1651  5.0123
O  3.8591  1.2532  6.9771
C  4.3748  2.4844  6.4533
H  3.2333  -2.8413  7.0020
H  4.3910  -2.3397  5.7293
H  2.7300  -2.1484  5.4049
H  5.3883  2.6397  6.8156
H  3.7727  3.2773  6.8996
H  4.2062  2.5482  5.3823
C  -0.3233  0.2361  -1.6754
O  0.3077  0.2846  -0.3920
C  0.3649  -0.8361  0.3159
O  -0.2405  -1.8501  0.0864
O  1.0415  -0.5731  1.4019
C  1.2130  -1.5710  2.4113
H  0.1073  1.0591  -2.2350
H  -1.3928  0.3915  -1.5219
H  -0.1112  -0.7166  -2.1584
H  0.2567  -1.8173  2.8752
H  1.8391  -1.1655  3.2013
H  1.6588  -2.4239  1.9025
C  -6.6501  3.8647  -6.8099
O  -5.4722  3.4843  -6.1415
C  -5.5384  3.1746  -4.8618
O  -6.5121  3.1996  -4.1557
O  -4.3210  2.8212  -4.4596
C  -4.1822  2.4485  -3.0981
H  -7.3126  3.0070  -6.9624
H  -6.3907  4.2451  -7.7931
H  -7.2571  4.5953  -6.2737
H  -4.7093  1.5078  -2.9157
H  -4.6473  3.2005  -2.4587
H  -3.1396  2.2628  -2.8719
C  -1.6229  6.0704  0.3152
C  -1.3381  4.6425  -0.1299
O  -0.9632  3.7858  0.6443
C  -1.7020  4.2523  -1.5393
H  -2.6994  6.2096  0.2147
H  -1.0444  6.7705  -0.2801
H  -1.3682  6.0634  1.3736
H  -2.7762  4.1118  -1.6396
H  -1.2628  3.3162  -1.8760
H  -1.3916  5.0805  -2.1824
C  3.3514  2.2493  2.1493
C  2.2490  2.8546  3.0023
O  2.4867  3.8035  3.7115
C  0.8923  2.2074  2.9226
H  3.6225  1.3045  2.6301
H  4.2307  2.8805  2.2651
H  3.0639  2.1301  1.1095
H  0.8893  1.2034  3.3251
H  0.5298  2.2804  1.8927
H  0.1016  2.7992  3.3944
C  1.7390  3.1674  -1.7257
C  3.0683  3.8456  -1.5112
O  3.9318  3.3519  -0.8260
C  3.3418  5.1575  -2.2234
H  0.9179  3.4663  -1.0746
H  1.8413  2.0961  -1.5254
H  1.3988  3.1857  -2.7641
H  4.3866  5.4044  -2.0635
H  2.7369  5.9828  -1.8356
H  3.0166  5.0771  -3.2626
C  0.3527  -4.9640  0.3803
C  1.0866  -5.0558  -0.9597
O  1.5372  -6.1115  -1.3384
C  1.2769  -3.7797  -1.7421
H  -0.7254  -5.0574  0.2600
H  0.7284  -4.0107  0.7465
H  0.6877  -5.8326  0.9420
H  1.9055  -3.8882  -2.6203
H  1.7668  -3.0207  -1.1281
H  0.3224  -3.3078  -1.9792
C  -1.8330  0.6761  -5.0338
C  -0.6150  1.5661  -4.9346
O  -0.5666  2.4665  -4.1201
C  0.4915  1.4408  -5.9473
H  -1.7477  -0.0776  -5.8160
H  -2.7271  1.2544  -5.2643
H  -1.9162  0.1839  -4.0627
H  0.6624  0.4126  -6.2610
H  1.4135  1.8472  -5.5301
H  0.2837  2.1141  -6.7823
C  0.4892  -4.3489  -5.1532
C  1.2529  -3.0348  -5.1625
O  0.8151  -2.0380  -4.6355
C  2.5518  -3.0600  -5.9377
H  1.1942  -5.1790  -5.1753
H  -0.2446  -4.4028  -5.9551
H  -0.0293  -4.4107  -4.1954
H  2.6926  -2.1617  -6.5403
H  2.5566  -3.9145  -6.6116
H  3.3912  -3.1105  -5.2410
C  -2.4602  -2.4670  -2.0985
C  -3.6814  -1.6046  -1.9521
O  -3.6862  -0.4632  -2.3667
C  -4.9506  -2.2558  -1.4150
H  -2.7206  -3.3559  -2.6767
H  -2.1004  -2.7926  -1.1197
H  -1.6503  -1.9132  -2.5607
H  -5.7437  -2.0700  -2.1360
H  -5.1991  -1.8857  -0.4222
H  -4.7697  -3.3291  -1.3461
C  5.1007  0.2960  -2.1542
C  3.8340  -0.2681  -2.7501
O  3.3811  -1.3172  -2.3468
C  3.1469  0.4839  -3.8643
H  5.4178  -0.3406  -1.3387
H  4.7979  1.2988  -1.8312
H  5.8783  0.4928  -2.8942
H  3.7534  0.3106  -4.7601
H  3.1526  1.5526  -3.6537
H  2.1685  0.0536  -4.0604
C  4.9151  -1.3785  1.3322
C  5.0989  -2.4829  2.3317
O  4.3381  -3.4290  2.3534
C  6.1152  -2.3461  3.4427
H  4.3539  -0.5442  1.7558
H  4.2669  -1.6946  0.5094
H  5.8411  -1.0548  0.8557
H  5.8482  -3.0568  4.2172
H  6.0842  -1.3443  3.8766
H  7.1013  -2.5061  3.0007
C  -2.1390  -3.2514  2.3746
C  -3.2783  -4.1214  1.8849
O  -3.1235  -4.8790  0.9494
C  -4.5246  -4.0970  2.7089
H  -2.6262  -2.3420  2.7493
H  -1.5767  -2.8635  1.5247
H  -1.5278  -3.7375  3.1299
H  -4.9387  -3.0896  2.7933
H  -4.2263  -4.4105  3.7161
H  -5.3347  -4.7604  2.4129
C  -2.2724  -1.4549  5.8982
C  -0.8249  -1.4935  5.5290
O  -0.1938  -2.5218  5.4367
C  -0.2130  -0.1322  5.3132
H  -2.8585  -2.1438  5.2892
H  -2.6904  -0.4581  5.7642
H  -2.3625  -1.7129  6.9566
H  -0.8026  0.5788  4.7374
H  0.7271  -0.2697  4.7832
H  -0.0499  0.2744  6.3155

Its orbital gap is 9.0 eV. For the total energy, the calculation gives -3499.1357 hartree. The value obtained for the largest force on an atom is 1.78 eV/A.

---

7 unconnected molecules or ions with the total composition C45H91N2O12S2 at a distorted geometry, computed with wB97M-V/def2-TZVPD.

Element x y z (Å)
C  -0.7664  -0.0251  5.1904
C  0.1229  1.1670  5.6066
C  1.6137  0.8258  5.7129
C  1.8826  -0.3167  6.7010
C  3.2352  -1.0275  6.5688
C  3.3242  -2.0274  5.4092
C  2.4084  -3.2528  5.6420
C  1.2992  -3.4333  4.5858
N  1.2688  -4.7594  3.9399
C  0.3236  -4.7638  2.7937
C  -1.1550  -4.7511  3.2225
C  -1.7449  -3.3555  3.0579
C  -3.2466  -3.1716  3.3589
C  -3.7642  -2.0200  2.4775
C  -4.2447  -2.4694  1.0811
C  -3.2045  -2.2836  -0.0538
C  -2.5902  -3.6089  -0.5613
C  2.5227  -5.3141  3.5743
S  2.8351  -6.8941  3.8773
S  3.7965  -4.3214  2.8760
C  3.0005  -3.5161  1.4496
C  3.7110  -2.2109  1.0695
C  2.7020  -1.2393  0.4428
C  1.4114  -1.1605  1.2613
N  0.7092  0.1104  0.9131
H  -1.2159  -0.5107  6.0637
H  -1.5859  0.3069  4.5439
H  -0.1924  -0.7638  4.6188
H  -0.0152  1.9676  4.8705
H  -0.2295  1.5590  6.5714
H  2.1275  1.7181  6.1028
H  2.0386  0.6280  4.7193
H  1.0583  -1.0428  6.7000
H  1.8698  0.1292  7.7096
H  3.3929  -1.5864  7.5037
H  4.0263  -0.2720  6.4561
H  4.3710  -2.3174  5.2645
H  3.0228  -1.5411  4.4702
H  1.9241  -3.0619  6.6106
H  2.9677  -4.1853  5.7679
H  1.3088  -2.5994  3.8615
H  0.3252  -3.3802  5.0945
H  0.4789  -3.8659  2.1747
H  0.5474  -5.6314  2.1656
H  -1.7107  -5.4572  2.5880
H  -1.2414  -5.1340  4.2503
H  -1.2022  -2.6351  3.6844
H  -1.5682  -3.0420  2.0183
H  -3.8084  -4.0948  3.1606
H  -3.3585  -2.8802  4.4118
H  -2.9181  -1.3315  2.3483
H  -4.5637  -1.4602  2.9800
H  -5.1674  -1.9264  0.8403
H  -4.4974  -3.5394  1.1059
H  -3.6774  -1.7615  -0.8944
H  -2.3941  -1.6322  0.2818
H  -3.1371  -4.4823  -0.1796
H  -2.6067  -3.6760  -1.6556
H  -1.5467  -3.7154  -0.2396
H  1.9469  -3.3067  1.6373
H  3.0703  -4.2415  0.6287
H  4.1852  -1.7748  1.9626
H  4.5322  -2.4407  0.3760
H  3.2003  -0.2414  0.3818
H  2.5375  -1.5390  -0.6049
H  1.7401  -1.1468  2.3307
H  1.0372  0.8922  1.4964
H  -0.2763  0.0033  1.1334
O  -2.0095  0.5499  0.0059
C  -1.7261  1.2168  -0.9598
O  -2.6032  1.2545  -1.9883
C  -2.4670  2.1561  -3.1003
C  -1.5488  1.5955  -4.1640
C  -0.3994  1.9069  -1.0883
H  -2.1574  3.1468  -2.7633
H  -3.4737  2.2554  -3.4970
H  -0.5346  1.4780  -3.7806
H  -1.5195  2.2563  -5.0300
H  -1.9014  0.6155  -4.4864
H  0.3179  1.1798  -1.4767
H  -0.0822  2.2040  -0.0910
H  -0.3911  2.7927  -1.7131
O  -3.4225  4.8216  -0.7879
C  -4.5254  4.3556  -0.6869
O  -5.5650  5.0275  -1.2479
C  -6.8752  4.4676  -1.3443
C  -7.6907  4.6843  -0.0859
C  -4.7914  3.0970  0.1043
H  -6.8234  3.4124  -1.6188
H  -7.3337  4.9921  -2.1832
H  -7.2456  4.1786  0.7710
H  -8.7043  4.3032  -0.2206
H  -7.7451  5.7489  0.1449
H  -4.9058  3.3597  1.1558
H  -3.9342  2.4377  -0.0050
H  -5.6662  2.5393  -0.2214
O  1.2930  4.1764  -2.2245
C  1.6948  4.9063  -3.0937
O  0.8450  5.2772  -4.0794
C  1.2076  6.2460  -5.0645
C  1.9614  5.6266  -6.2235
C  3.1467  5.3024  -3.1233
H  1.7637  7.0674  -4.6092
H  0.2573  6.6549  -5.4080
H  2.9103  5.1985  -5.8995
H  2.1661  6.3787  -6.9873
H  1.3687  4.8272  -6.6693
H  3.6993  4.5175  -3.6372
H  3.4903  5.3327  -2.0932
H  3.3769  6.2586  -3.5895
O  -4.2153  1.7789  -5.5973
C  -5.3115  1.3022  -5.4667
O  -6.3700  1.9512  -6.0082
C  -7.6858  1.3914  -6.0253
C  -8.4394  1.6640  -4.7395
C  -5.5325  0.0565  -4.6401
H  -7.6488  0.3263  -6.2587
H  -8.1802  1.8836  -6.8626
H  -7.9560  1.1913  -3.8840
H  -9.4592  1.2832  -4.8097
H  -8.4791  2.7376  -4.5512
H  -5.6223  0.3498  -3.5933
H  -4.6498  -0.5709  -4.7388
H  -6.4053  -0.5270  -4.9211
O  5.4524  3.5179  -2.4783
C  5.3457  2.8229  -1.4961
O  5.1107  3.4283  -0.3135
C  4.7458  2.6905  0.8632
C  5.9544  2.1649  1.6084
C  5.5002  1.3229  -1.5543
H  4.0392  1.8988  0.6132
H  4.2079  3.4123  1.4766
H  6.5158  1.4483  1.0084
H  5.6405  1.6684  2.5272
H  6.6253  2.9862  1.8648
H  6.5610  1.0838  -1.4703
H  5.1424  0.9855  -2.5236
H  4.9524  0.7805  -0.7893
O  5.2836  -1.3721  -1.9700
C  5.3885  -2.4346  -2.5187
O  4.4546  -3.3792  -2.2630
C  4.3868  -4.6262  -2.9529
C  5.2899  -5.6718  -2.3304
C  6.5639  -2.7736  -3.4107
H  4.5870  -4.4919  -4.0183
H  3.3442  -4.9297  -2.8612
H  6.3406  -5.3855  -2.3954
H  5.1636  -6.6310  -2.8350
H  5.0429  -5.7959  -1.2756
H  7.3804  -3.1265  -2.7808
H  6.8780  -1.8586  -3.9076
H  6.3541  -3.5244  -4.1683

Its orbital gap is 3.6 eV. As for the charge: -1. For the total energy, the calculation gives -3577.9060 hartree. The value obtained for the largest force on an atom is 1.04 eV/A.